C59H89BrGaN4P2SSi | ωB97M-V/def2-TZVPD

XYZ file:
```
158
Properties=species:S:1:pos:R:3:forces:R:3:lowdin_charge:R:1
Ga -1.418766 0.040429 0.157791 -0.03 -0.66 -1.18 0.368
C -1.194536 3.389251 -0.242575 0.25 -0.15 0.03 -0.182
Si 0.043983 1.951245 -0.089112 -0.53 0.38 -0.85 0.590
C 0.829973 2.150643 1.612732 -0.16 -0.02 -0.36 -0.305
C 1.722516 3.201420 1.823652 0.06 0.06 0.14 -0.091
C 2.282507 3.419235 3.072957 -0.01 -0.05 -0.09 -0.060
C 1.966804 2.568866 4.127805 -0.09 -0.07 -0.03 -0.055
C 1.075835 1.524971 3.928427 -0.05 0.03 0.16 -0.101
C 0.489346 1.324479 2.680226 -0.13 -0.31 -0.18 -0.333
P -0.762057 0.026334 2.351905 0.53 0.35 3.36 1.123
C -2.296188 0.469689 3.336831 -0.04 0.40 0.30 -0.378
C -3.107448 1.556336 2.595108 0.95 1.25 0.65 -0.222
C -2.774130 2.983908 3.023743 0.06 -0.12 0.12 -0.178
C -3.001787 3.139676 4.523012 0.22 0.01 -0.11 -0.189
C -2.037027 2.221910 5.262350 -0.27 -0.09 0.02 -0.188
C -2.230711 0.758001 4.852934 0.32 0.21 -0.06 -0.160
C -0.111336 -1.619214 3.010354 -0.50 0.45 1.49 -0.380
C -0.727681 -2.240478 4.286040 0.05 0.22 0.20 -0.157
C 0.260964 -2.254373 5.449081 -0.03 -0.14 -0.02 -0.187
C 1.480016 -3.126927 5.108165 -0.03 0.10 -0.02 -0.167
C 1.867638 -3.010911 3.620810 -0.02 -0.02 0.18 -0.160
C 1.423126 -1.660626 3.062151 0.10 -0.08 0.72 -0.210
C 1.386591 2.193195 -1.411396 -0.04 -0.13 0.16 -0.297
C 1.278538 3.307864 -2.248937 -0.09 0.01 0.04 -0.102
C 2.254988 3.612427 -3.185762 0.02 0.01 -0.08 -0.082
C 3.376267 2.802851 -3.294565 -0.02 0.00 -0.02 -0.068
C 3.500998 1.695100 -2.470095 -0.01 0.03 0.03 -0.108
C 2.516626 1.365057 -1.538868 -0.06 0.00 0.13 -0.381
P 2.702558 -0.101122 -0.431782 0.42 -0.05 -0.40 1.155
C 4.459585 0.130551 0.205967 -0.42 0.03 0.07 -0.431
C 4.684126 -0.820047 1.390918 0.21 -0.09 -0.06 -0.234
C 6.099527 -0.674712 1.950306 -0.12 0.07 0.14 -0.191
C 6.342087 0.754985 2.425604 0.11 -0.03 -0.20 -0.202
C 6.087480 1.738446 1.285408 -0.13 -0.02 0.16 -0.188
C 4.682700 1.562149 0.705873 0.24 -0.06 -0.12 -0.207
C 2.746072 -1.552124 -1.650492 -0.24 0.06 0.19 -0.433
C 3.234888 -1.411605 -3.097212 0.11 0.07 0.11 -0.205
C 4.739339 -1.598577 -3.283831 -0.09 -0.13 -0.06 -0.196
C 5.195600 -2.934130 -2.704504 0.05 0.14 0.13 -0.194
C 4.830758 -3.000536 -1.225315 -0.07 -0.10 -0.11 -0.195
C 3.324651 -2.832004 -1.019851 0.06 0.13 0.06 -0.208
H -0.819621 4.295343 0.238029 0.01 0.03 -0.01 0.046
H -2.136647 3.111680 0.232499 -0.02 0.08 0.05 0.013
H -1.430152 3.622234 -1.280384 -0.07 -0.06 -0.05 0.020
H 1.990818 3.847576 0.993678 0.01 0.01 0.03 0.115
H 2.977055 4.236976 3.218971 -0.02 0.00 0.03 0.114
H 2.399862 2.725398 5.107635 0.01 -0.01 -0.03 0.113
H 0.815650 0.883341 4.760594 0.00 -0.03 0.06 0.099
H -2.857702 -0.467108 3.221660 0.38 1.25 0.82 0.037
H -4.169121 1.390415 2.801179 1.39 0.98 0.67 0.082
H -2.969374 1.441718 1.514780 -0.31 0.16 0.25 0.065
H -3.405700 3.678998 2.466710 0.05 0.00 -0.07 0.120
H -1.731874 3.219381 2.794228 0.07 0.16 -0.04 0.104
H -4.035231 2.872070 4.766809 -0.03 0.05 0.02 0.120
H -2.844248 4.175630 4.827699 -0.05 -0.01 0.04 0.114
H -2.191616 2.295173 6.341308 0.07 0.00 0.00 0.117
H -1.022883 2.554854 5.056045 0.17 0.01 -0.01 0.092
H -3.195962 0.437583 5.259154 -0.01 -0.08 0.02 0.128
H -1.469203 0.144525 5.337684 -0.02 -0.03 0.03 0.090
H -0.409933 -2.279711 2.186347 -0.71 0.31 1.83 0.044
H -0.992310 -3.277957 4.064348 -0.05 -0.04 -0.08 0.131
H -1.656230 -1.750101 4.573399 0.00 -0.05 -0.03 0.090
H -0.230398 -2.639999 6.343364 0.01 0.04 0.02 0.118
H 0.581418 -1.235890 5.684479 -0.03 0.03 -0.01 0.098
H 1.258709 -4.169797 5.341642 0.03 0.01 0.04 0.113
H 2.320049 -2.828185 5.737568 0.01 -0.05 -0.01 0.113
H 1.392961 -3.810924 3.043635 0.17 0.17 0.53 0.083
H 2.946240 -3.126082 3.502451 0.00 -0.04 -0.05 0.119
H 1.847323 -1.490097 2.068536 0.61 0.33 0.61 0.066
H 1.819232 -0.874907 3.703243 0.00 0.10 -0.07 0.108
H 0.422193 3.965613 -2.160313 0.05 -0.02 -0.03 0.087
H 2.150384 4.491159 -3.810964 0.00 -0.02 0.00 0.107
H 4.157606 3.035570 -4.007163 0.00 0.02 0.00 0.109
H 4.394713 1.090510 -2.545525 0.01 -0.05 0.00 0.095
H 5.180141 -0.093265 -0.587359 0.00 0.02 -0.01 0.101
H 4.507830 -1.859871 1.108905 -0.04 0.10 0.10 0.079
H 3.961396 -0.564134 2.174661 -0.02 -0.02 0.01 0.102
H 6.826245 -0.924317 1.169964 0.01 -0.05 0.01 0.117
H 6.248436 -1.378845 2.772213 0.03 -0.03 -0.03 0.111
H 7.363813 0.861698 2.795281 -0.03 0.02 0.06 0.111
H 5.663923 0.980101 3.255814 0.02 0.00 0.03 0.112
H 6.830259 1.578866 0.496944 0.00 0.03 -0.01 0.118
H 6.204580 2.764839 1.641613 0.05 0.00 -0.05 0.111
H 4.530027 2.287109 -0.093031 -0.08 0.03 -0.01 0.103
H 3.948073 1.769597 1.486707 -0.09 0.07 0.04 0.095
H 1.665032 -1.698695 -1.734615 0.01 -0.07 0.01 0.019
H 2.903193 -0.466290 -3.523886 -0.07 -0.01 -0.03 0.079
H 2.727492 -2.199808 -3.667644 -0.01 0.03 -0.02 0.121
H 5.297172 -0.796913 -2.789924 0.02 0.03 -0.03 0.093
H 4.975726 -1.550146 -4.349373 0.04 0.06 0.02 0.114
H 6.274450 -3.049336 -2.825803 -0.02 -0.06 -0.04 0.112
H 4.712286 -3.756024 -3.242398 0.01 0.00 -0.02 0.116
H 5.377489 -2.214624 -0.698815 0.03 -0.09 -0.01 0.086
H 5.142944 -3.956646 -0.798535 0.04 0.02 0.03 0.118
H 3.093125 -2.864593 0.049688 -0.08 -0.11 -0.03 0.078
H 2.823428 -3.690054 -1.483493 -0.02 -0.01 0.05 0.120
C -0.822117 2.326009 -6.765992 0.09 -0.08 0.00 -0.079
C 0.316750 1.365963 -6.426485 -0.22 0.12 -0.05 -0.225
N 0.271912 0.871082 -5.060273 0.09 0.16 -0.16 0.006
C -0.514924 -0.106674 -4.587725 0.03 -0.08 -0.05 -0.763
S -0.368038 -0.554846 -2.967989 0.01 -0.11 0.00 0.757
N -1.367772 -0.697828 -5.441362 0.11 0.03 -0.04 0.018
C -2.234698 -1.815874 -5.089028 0.12 -0.17 0.09 -0.250
C -1.511417 -3.159470 -5.102544 -0.03 0.15 -0.03 -0.086
H -0.743714 2.644509 -7.805751 -0.01 0.01 0.01 0.079
H -0.775730 3.209116 -6.129231 -0.03 0.00 0.01 0.075
H -1.794090 1.853127 -6.622614 -0.01 0.04 0.00 0.059
H 1.272832 1.873641 -6.545724 0.03 -0.07 -0.03 0.120
H 0.318630 0.519053 -7.119212 0.11 0.01 0.00 0.114
H 0.845398 1.330980 -4.368927 0.02 -0.08 0.06 0.100
H -1.289336 -0.473515 -6.420510 -0.06 0.06 0.04 0.125
H -3.060071 -1.825666 -5.800390 -0.02 0.08 0.01 0.120
H -2.638860 -1.608643 -4.099364 -0.07 0.01 -0.01 0.087
H -1.124788 -3.375864 -6.099400 0.00 -0.05 0.01 0.075
H -2.196586 -3.959878 -4.819104 0.00 0.00 -0.02 0.075
H -0.678654 -3.142787 -4.400055 0.01 -0.01 0.01 0.048
C -7.395277 2.234538 -1.314317 0.04 -0.02 0.01 -0.045
C -5.950495 1.866165 -1.521228 0.02 0.08 -0.11 -0.261
C -5.208961 2.429062 -2.545780 -0.09 -0.03 0.06 -0.020
C -3.882675 2.045903 -2.732352 -0.01 0.04 0.00 -0.263
C -3.081865 2.618677 -3.871981 0.00 -0.06 0.08 -0.045
C -3.317624 1.133327 -1.865354 0.07 -0.12 0.12 -0.053
C -4.014312 0.584712 -0.771672 -0.14 0.00 -0.21 -0.268
C -5.358148 0.950990 -0.650504 -0.02 -0.01 0.08 -0.007
N -3.324306 -0.281140 0.096257 0.56 0.00 -0.34 -0.035
C -4.108181 -1.104606 1.047879 0.03 -0.11 0.00 -0.532
C -3.175707 -1.986417 1.888511 0.15 -0.38 -0.63 -0.066
C -4.919568 -0.239129 2.052628 -1.13 -0.84 -0.48 -0.055
C -5.022832 -2.069841 0.273618 0.05 0.10 0.01 -0.023
H -7.747657 2.908904 -2.092817 -0.01 0.00 0.00 0.075
H -7.534062 2.726152 -0.349696 -0.03 0.01 -0.01 0.083
H -8.023530 1.342312 -1.320364 -0.03 0.02 -0.01 0.083
H -5.664007 3.152279 -3.213362 -0.02 -0.01 0.00 0.118
H -3.569950 2.414970 -4.826701 0.02 0.00 -0.03 0.081
H -2.076045 2.194027 -3.896722 -0.01 0.04 0.00 0.054
H -3.003895 3.704203 -3.774900 0.05 -0.01 -0.02 0.087
H -2.312968 0.779443 -2.073454 0.00 0.12 -0.01 0.004
H -5.989741 0.546317 0.125267 0.03 0.00 -0.08 0.095
H -2.384994 -1.383751 2.343006 -0.50 -1.50 -0.87 -0.016
H -2.731131 -2.784454 1.298394 0.00 -0.10 -0.08 0.087
H -3.748301 -2.454534 2.688882 -0.02 0.00 0.08 0.119
H -4.509479 -0.338851 3.059111 -0.57 -0.15 -0.15 0.078
H -5.963623 -0.553148 2.089057 -0.05 -0.16 -0.03 0.105
H -4.889007 0.814270 1.789305 -0.88 -1.09 -0.56 0.054
H -4.427425 -2.643297 -0.440020 0.00 -0.01 0.02 0.079
H -5.803200 -1.552339 -0.278339 -0.01 0.00 -0.01 0.075
H -5.496843 -2.766250 0.967373 -0.03 0.01 0.00 0.092
Br 0.072897 -6.521008 -0.058338 0.00 0.21 -0.01 0.816
C -0.233191 -4.661125 -0.085422 0.11 0.07 0.16 -0.649
C 0.472336 -3.828548 0.769730 0.07 -0.71 -0.54 -0.078
C 0.201289 -2.476541 0.725324 0.61 0.16 -2.17 -0.224
N -0.724823 -1.957396 -0.080577 -0.24 0.43 -0.53 -0.003
C -1.389597 -2.761600 -0.916407 -0.15 -0.25 -0.06 -0.157
C -1.166391 -4.122004 -0.960552 -0.13 -0.03 -0.05 -0.074
H 1.210358 -4.223644 1.452614 -0.07 -0.02 -0.42 0.097
H 0.743035 -1.768774 1.337904 0.10 -0.61 -2.30 0.029
H -2.122012 -2.280475 -1.550368 -0.04 -0.06 0.01 0.091
H -1.720314 -4.755151 -1.638048 -0.01 0.05 -0.03 0.113
```
Forces are in eV/Å.

energy relative to the best compared isomer or geometry (same formula, charge and spin) = 72.8 kcal/mol
lowest unoccupied orbital energy = -2.2 eV
E_tot = -8389.62465 a.u.
HOMO = -9.37 eV
Kohn-Sham gap = 7.153 eV
charge = +1
F_max = 3.42 eV Å⁻¹

C14H27BN2O9Si | ωB97M-V/def2-TZVPD

XYZ file:
```
54
Properties=species:S:1:pos:R:3:forces:R:3:lowdin_charge:R:1
C 3.736462 1.156186 1.991212 -0.31 -0.42 -0.82 -0.056
C 3.834473 -0.362966 1.860291 0.39 0.27 0.52 -0.239
O 2.636381 -1.013399 1.454566 -0.24 0.27 0.00 -0.169
C 2.100108 -0.573993 0.213086 0.42 -0.18 0.07 -0.164
C 0.937799 0.386693 0.391898 0.71 0.19 -0.45 -0.150
N 0.112600 0.078059 1.582381 -0.36 0.35 0.36 -0.102
C -0.772267 1.258704 1.895227 0.51 0.58 -0.25 -0.159
C -1.647659 1.676393 0.735237 -0.46 -0.01 0.02 -0.178
C -2.784228 2.584791 1.208446 0.00 -0.54 0.32 -0.244
N -3.546589 1.963320 2.307505 0.18 0.17 0.05 0.001
Si -0.777353 -1.546222 1.485727 -1.18 -2.04 -0.65 0.599
C -1.157528 -1.988962 -0.304502 0.06 0.50 0.60 -0.131
C -2.429833 -1.421607 2.363689 0.83 0.88 0.11 -0.155
C 0.279272 -2.906752 2.221314 0.34 1.07 0.23 -0.149
H 2.740305 1.422031 2.330522 -0.08 0.20 0.40 0.063
H 3.870704 1.619068 1.017103 0.01 0.22 -0.09 0.081
H 4.490139 1.553251 2.657250 0.10 0.02 0.21 0.081
H 4.665965 -0.626942 1.206592 -0.04 -0.10 -0.24 0.125
H 4.069278 -0.769931 2.838520 -0.09 -0.27 0.11 0.117
H 1.806255 -1.445177 -0.369595 -0.10 -0.20 0.13 0.131
H 2.859796 -0.056160 -0.368088 0.06 0.05 -0.23 0.129
H 0.351143 0.382293 -0.516502 -0.39 -0.07 0.04 0.104
H 1.309499 1.399613 0.490933 0.01 0.24 0.18 0.130
H 0.762552 -0.000281 2.370012 0.17 -0.19 -0.17 0.146
H -1.318939 1.099704 2.813473 -0.26 -0.52 0.03 0.102
H -0.089165 2.083465 2.099376 0.17 0.08 0.07 0.136
H -1.063995 2.210562 -0.008475 0.12 0.03 -0.18 0.101
H -2.109054 0.832645 0.221277 0.08 -0.27 0.12 0.112
H -2.368376 3.541677 1.519863 -0.10 0.27 -0.22 0.114
H -3.453580 2.698439 0.365547 -0.03 0.43 -0.16 0.118
H -3.261802 2.383978 3.184242 -0.15 -0.12 0.06 0.069
H -4.536104 2.152539 2.216011 0.03 0.00 -0.04 0.072
H -2.151647 -2.428251 -0.307563 -0.19 -0.09 0.06 0.047
H -1.215007 -1.121668 -0.955527 0.10 -0.04 -0.35 0.028
H -0.483932 -2.740440 -0.700446 0.23 0.10 -0.21 0.046
H -2.842401 -2.405814 2.550960 -0.05 -0.19 -0.15 0.044
H -3.083933 -0.814986 1.746546 -0.35 -0.09 -0.09 0.025
H -2.370205 -0.888122 3.308816 -0.03 -0.07 0.27 0.031
H 0.859595 -2.494292 3.047242 0.05 -0.16 0.23 0.033
H -0.332084 -3.716268 2.602893 -0.18 -0.12 -0.05 0.041
H 1.011173 -3.274801 1.512272 0.04 -0.15 -0.18 0.036
B 0.108495 0.014253 -4.348909 -0.09 -0.21 -0.38 -0.876
O -0.226658 0.204608 -5.764633 -0.02 -0.29 0.38 0.234
C -0.849714 -0.889714 -6.208311 0.05 0.56 -0.68 -0.386
O -1.256804 -1.058780 -7.317784 0.00 -0.06 0.11 0.166
C -0.953259 -1.878134 -5.053311 -0.09 -0.57 0.57 -0.388
O -1.454961 -2.961842 -5.087923 0.01 0.08 -0.03 0.159
O -0.385527 -1.322356 -3.980170 0.04 0.24 -0.15 0.211
O 1.567666 0.131940 -4.106017 -0.26 0.28 0.23 0.241
C 1.781036 1.102323 -3.237237 0.80 -0.40 -0.29 -0.407
O 2.845651 1.438603 -2.794122 -0.12 -0.01 0.17 0.137
C 0.435248 1.697842 -2.846652 -0.76 0.37 0.19 -0.414
O 0.266761 2.576311 -2.041025 0.07 -0.02 0.18 0.120
O -0.515752 1.058571 -3.493238 0.33 -0.04 0.05 0.235
```
Forces are in eV/Å.

lowest unoccupied orbital energy = -0.4 eV
E_tot = -1650.91403 a.u.
HOMO = -9.28 eV
Kohn-Sham gap = 8.882 eV
F_max = 2.44 eV Å⁻¹

C2H5N3O2 | ωB97M-V/def2-TZVPD

XYZ file:
```
12
Properties=species:S:1:pos:R:3:forces:R:3:lowdin_charge:R:1
C 0.316067 0.019540 0.958138 -1.72 0.33 0.15 -0.620
C -0.254694 0.003121 -1.413187 -0.84 -0.14 -3.69 -0.277
H -1.088829 0.170694 2.322242 -0.22 0.16 0.54 0.086
H -1.453215 -1.033434 1.093470 1.22 3.83 0.78 0.203
H 2.455545 0.174731 -0.565387 -3.08 -4.50 0.18 0.285
H 0.137518 -0.550665 -2.342534 -0.61 0.86 1.38 0.145
H -1.318572 1.232086 -0.534330 -0.55 -0.45 -2.17 0.068
N -1.033281 0.019070 1.333292 -0.79 -3.84 -0.58 0.125
N 0.461280 -0.405881 -0.319797 0.80 -1.06 -0.64 -0.175
N -1.224863 0.841667 -1.549715 1.56 -0.30 3.16 0.089
O 1.262744 0.379306 1.571708 1.02 0.73 1.81 0.126
O 1.740300 -0.850234 -0.553900 3.21 4.37 -0.91 -0.055
```
Forces are in eV/Å.

energy relative to the best compared isomer or geometry (same formula, charge and spin) = 108.6 kcal/mol
lowest unoccupied orbital energy = 0.2 eV
E_tot = -393.84618 a.u.
HOMO = -9.86 eV
Kohn-Sham gap = 10.084 eV
F_max = 5.50 eV Å⁻¹